--- i ---
{"formula": "C46H128N10O13", "method": "ωB97M-V with the def2-TZVPD basis set", "e_homo_ev": -8.44, "spin_multiplicity": 1, "e_lumo_ev": 0.491, "orbital_gap_ev": 8.9, "elements": ["C", "C", "C", "O", "C", "N", "H", "H", "H", "H", "H", "H", "H", "H", "H", "H", "H", "C", "C", "C", "O", "C", "N", "H", "H", "H", "H", "H", "H", "H", "H", "H", "H", "H", "C", "C", "C", "O", "C", "N", "H", "H", "H", "H", "H", "H", "H", "H", "H", "H", "H", "C", "C", "C", "O", "C", "N", "H", "H", "H", "H", "H", "H", "H", "H", "H", "H", "H", "C", "C", "C", "O", "C", "N", "H", "H", "H", "H", "H", "H", "H", "H", "H", "H", "H", "C", "C", "C", "O", "C", "N", "H", "H", "H", "H", "H", "H", "H", "H", "H", "H", "H", "C", "C", "C", "O", "C", "N", "H", "H", "H", "H", "H", "H", "H", "H", "H", "H", "H", "C", "C", "C", "O", "C", "N", "H", "H", "H", "H", "H", "H", "H", "H", "H", "H", "H", "C", "C", "C", "O", "C", "N", "H", "H", "H", "H", "H", "H", "H", "H", "H", "H", "H", "C", "C", "C", "O", "C", "N", "H", "H", "H", "H", "H", "H", "H", "H", "H", "H", "H", "C", "C", "O", "H", "H", "H", "H", "H", "H", "C", "C", "O", "H", "H", "H", "H", "H", "H", "C", "C", "O", "H", "H", "H", "H", "H", "H"], "coordinates": [[10.398, 16.403, 13.247], [11.371, 16.541, 14.401], [10.750, 17.435, 15.515], [10.272, 18.655, 15.016], [9.440, 19.355, 15.935], [11.650, 15.302, 15.055], [10.280, 17.345, 12.710], [9.400, 16.087, 13.572], [10.789, 15.678, 12.554], [12.355, 17.020, 14.158], [11.420, 17.542, 16.369], [9.911, 16.837, 15.927], [9.129, 20.268, 15.387], [9.899, 19.621, 16.892], [8.537, 18.817, 16.189], [12.061, 14.535, 14.538], [12.068, 15.456, 15.974], [21.826, 10.611, 15.906], [21.232, 11.970, 15.924], [22.127, 12.907, 15.149], [21.486, 14.178, 15.228], [22.096, 15.332, 14.619], [19.932, 11.874, 15.325], [21.743, 10.188, 14.903], [21.101, 10.002, 16.456], [22.791, 10.432, 16.331], [21.252, 12.423, 16.924], [22.295, 12.629, 14.100], [23.120, 12.945, 15.634], [22.046, 15.348, 13.536], [23.148, 15.439, 14.980], [21.544, 16.210, 15.003], [19.613, 12.769, 15.006], [19.289, 11.563, 16.035], [23.448, 16.433, 19.609], [22.086, 15.710, 19.632], [21.134, 16.530, 18.822], [19.970, 15.766, 18.819], [18.832, 16.470, 18.265], [22.250, 14.294, 19.246], [23.310, 17.475, 19.857], [23.883, 16.351, 18.627], [24.137, 16.039, 20.333], [21.701, 15.694, 20.677], [21.507, 16.796, 17.834], [20.921, 17.478, 19.356], [18.832, 16.555, 17.148], [18.869, 17.449, 18.680], [17.910, 15.987, 18.633], [22.679, 14.235, 18.329], [21.349, 13.879, 19.159], [10.634, 12.508, 17.592], [9.248, 13.115, 17.701], [9.067, 13.980, 18.997], [9.190, 13.244, 20.184], [8.360, 13.660, 21.271], [9.032, 13.896, 16.497], [10.800, 11.794, 18.386], [11.434, 13.273, 17.699], [10.839, 11.985, 16.602], [8.577, 12.313, 17.714], [8.032, 14.422, 18.962], [9.750, 14.810, 18.962], [8.951, 13.539, 22.188], [7.453, 13.013, 21.246], [8.037, 14.743, 21.156], [8.268, 14.603, 16.596], [9.858, 14.347, 16.118], [17.636, 13.819, 11.195], [18.925, 13.790, 12.024], [20.161, 14.154, 11.312], [20.067, 15.509, 10.935], [21.266, 16.105, 10.509], [18.604, 14.700, 13.164], [16.702, 13.610, 11.791], [17.642, 13.151, 10.332], [17.497, 14.872, 10.823], [19.021, 12.807, 12.451], [20.336, 13.471, 10.429], [20.994, 13.935, 11.937], [21.691, 15.426, 9.747], [22.030, 16.095, 11.292], [21.163, 17.145, 10.170], [18.848, 15.680, 12.846], [19.413, 14.592, 13.796], [17.064, 15.648, 24.968], [15.880, 16.556, 24.689], [16.154, 17.701, 23.697], [15.006, 18.514, 23.836], [14.469, 19.090, 22.607], [14.771, 15.755, 24.188], [17.876, 16.245, 25.406], [17.519, 15.206, 24.026], [16.874, 14.777, 25.548], [15.603, 16.997, 25.675], [16.261, 17.207, 22.687], [17.040, 18.354, 23.899], [14.378, 18.297, 21.915], [15.120, 19.860, 22.215], [13.461, 19.492, 22.844], [13.878, 16.279, 24.153], [14.652, 14.879, 24.679], [12.353, 12.771, 21.184], [13.524, 13.170, 22.050], [14.490, 12.048, 22.274], [15.557, 12.438, 23.115], [16.303, 11.241, 23.480], [14.119, 14.320, 21.441], [11.713, 13.619, 20.930], [11.635, 12.022, 21.634], [12.824, 12.317, 20.277], [13.170, 13.494, 23.020], [14.935, 11.834, 21.301], [13.997, 11.121, 22.678], [16.653, 10.713, 22.620], [15.654, 10.578, 23.961], [17.126, 11.573, 24.098], [14.545, 14.166, 20.552], [14.735, 14.795, 22.100], [18.507, 9.897, 19.220], [17.645, 8.682, 18.878], [16.200, 8.943, 19.344], [16.257, 8.914, 20.769], [14.967, 8.871, 21.395], [17.565, 8.478, 17.431], [19.471, 9.932, 18.720], [18.646, 9.997, 20.323], [17.947, 10.794, 18.991], [18.064, 7.838, 19.441], [15.555, 8.159, 18.955], [15.770, 9.857, 19.027], [14.448, 7.918, 21.352], [14.243, 9.633, 21.107], [15.213, 8.910, 22.448], [18.513, 8.302, 17.129], [17.057, 7.619, 17.219], [15.722, 18.947, 19.380], [14.894, 18.990, 18.108], [15.620, 18.568, 16.853], [16.803, 19.327, 16.665], [17.349, 19.291, 15.363], [13.619, 18.300, 18.280], [16.696, 19.373, 19.246], [15.864, 17.862, 19.618], [15.183, 19.406, 20.159], [14.646, 19.998, 18.002], [14.943, 18.658, 15.944], [15.907, 17.522, 16.886], [17.309, 18.282, 15.009], [18.337, 19.668, 15.414], [16.744, 19.984, 14.724], [13.796, 17.434, 18.817], [13.231, 18.134, 17.341], [14.309, 13.440, 17.545], [15.754, 13.835, 17.201], [16.695, 13.320, 18.278], [16.535, 14.095, 19.458], [17.332, 13.600, 20.520], [16.015, 13.263, 15.831], [14.184, 12.320, 17.468], [13.597, 13.907, 16.944], [14.180, 13.725, 18.627], [15.865, 14.894, 17.159], [17.748, 13.412, 17.932], [16.489, 12.201, 18.387], [17.225, 14.144, 21.470], [18.390, 13.690, 20.175], [17.062, 12.593, 20.776], [17.013, 13.445, 15.605], [15.880, 12.247, 15.930], [14.932, 9.736, 10.623], [14.430, 10.860, 11.524], [15.358, 11.330, 12.463], [14.149, 9.628, 9.848], [15.032, 8.803, 11.114], [15.826, 10.069, 10.044], [13.461, 10.646, 12.054], [14.182, 11.682, 10.831], [15.058, 12.163, 12.783], [16.198, 8.321, 14.272], [15.228, 9.112, 15.150], [15.886, 10.182, 15.840], [17.128, 7.931, 14.725], [16.489, 8.870, 13.376], [15.736, 7.388, 13.951], [14.706, 8.528, 15.932], [14.488, 9.632, 14.484], [16.591, 9.729, 16.381], [13.930, 15.555, 12.013], [14.597, 15.178, 13.372], [14.100, 13.966, 13.795], [12.901, 15.763, 12.155], [14.165, 14.820, 11.279], [14.328, 16.542, 11.711], [14.378, 15.986, 14.093], [15.676, 15.168, 13.346], [14.628, 13.638, 14.602]], "lowdin_charge": [-0.045, -0.442, -0.221, -0.177, -0.102, 0.042, 0.083, 0.090, 0.058, 0.128, 0.100, 0.118, 0.097, 0.086, 0.076, 0.074, 0.075, -0.070, -0.482, -0.199, -0.231, -0.080, 0.084, 0.089, 0.065, 0.076, 0.134, 0.131, 0.132, 0.052, 0.097, 0.089, 0.042, 0.068, -0.060, -0.428, -0.253, -0.205, -0.059, 0.059, 0.072, 0.068, 0.069, 0.149, 0.125, 0.133, 0.102, 0.064, 0.076, 0.060, 0.039, -0.071, -0.433, -0.208, -0.224, -0.096, 0.031, 0.063, 0.063, 0.104, 0.109, 0.123, 0.113, 0.082, 0.092, 0.099, 0.083, 0.017, -0.059, -0.424, -0.228, -0.192, -0.101, 0.047, 0.067, 0.073, 0.092, 0.129, 0.150, 0.097, 0.093, 0.068, 0.096, 0.093, 0.038, -0.070, -0.447, -0.204, -0.214, -0.067, 0.040, 0.079, 0.089, 0.056, 0.140, 0.132, 0.134, 0.053, 0.073, 0.102, 0.100, 0.071, -0.065, -0.469, -0.242, -0.188, -0.065, 0.068, 0.070, 0.097, 0.079, 0.131, 0.112, 0.131, 0.058, 0.060, 0.092, 0.026, 0.042, -0.041, -0.396, -0.187, -0.185, -0.103, 0.041, 0.068, 0.096, 0.042, 0.142, 0.123, 0.104, 0.086, 0.078, 0.073, 0.087, 0.094, -0.038, -0.452, -0.207, -0.203, -0.097, 0.054, 0.075, 0.094, 0.030, 0.115, 0.140, 0.108, 0.072, 0.072, 0.104, 0.080, 0.050, -0.036, -0.382, -0.215, -0.216, -0.086, 0.067, 0.107, 0.025, 0.076, 0.115, 0.125, 0.127, 0.088, 0.097, 0.063, 0.086, 0.051, -0.082, -0.339, -0.083, 0.079, 0.043, 0.088, 0.123, 0.106, 0.027, -0.088, -0.293, -0.160, 0.062, 0.062, 0.067, 0.105, 0.114, 0.039, -0.043, -0.349, -0.138, 0.023, 0.057, 0.086, 0.091, 0.080, 0.071]}


--- ii ---
{"formula": "C46H128N10O13", "method": "ωB97M-V with the def2-TZVPD basis set", "e_homo_ev": -9.08, "spin_multiplicity": 1, "e_lumo_ev": -0.058, "orbital_gap_ev": 9.0, "elements": ["C", "C", "C", "O", "C", "N", "H", "H", "H", "H", "H", "H", "H", "H", "H", "H", "H", "C", "C", "C", "O", "C", "N", "H", "H", "H", "H", "H", "H", "H", "H", "H", "H", "H", "C", "C", "C", "O", "C", "N", "H", "H", "H", "H", "H", "H", "H", "H", "H", "H", "H", "C", "C", "C", "O", "C", "N", "H", "H", "H", "H", "H", "H", "H", "H", "H", "H", "H", "C", "C", "C", "O", "C", "N", "H", "H", "H", "H", "H", "H", "H", "H", "H", "H", "H", "C", "C", "C", "O", "C", "N", "H", "H", "H", "H", "H", "H", "H", "H", "H", "H", "H", "C", "C", "C", "O", "C", "N", "H", "H", "H", "H", "H", "H", "H", "H", "H", "H", "H", "C", "C", "C", "O", "C", "N", "H", "H", "H", "H", "H", "H", "H", "H", "H", "H", "H", "C", "C", "C", "O", "C", "N", "H", "H", "H", "H", "H", "H", "H", "H", "H", "H", "H", "C", "C", "C", "O", "C", "N", "H", "H", "H", "H", "H", "H", "H", "H", "H", "H", "H", "C", "C", "O", "H", "H", "H", "H", "H", "H", "C", "C", "O", "H", "H", "H", "H", "H", "H", "C", "C", "O", "H", "H", "H", "H", "H", "H"], "coordinates": [[7.037, -6.810, 2.129], [6.277, -6.585, 0.775], [5.750, -5.097, 0.757], [4.767, -4.951, -0.245], [4.489, -3.645, -0.729], [7.131, -6.753, -0.400], [7.909, -6.156, 2.096], [7.441, -7.822, 2.081], [6.493, -6.768, 3.073], [5.413, -7.248, 0.732], [6.604, -4.423, 0.688], [5.145, -4.859, 1.632], [3.811, -3.687, -1.581], [5.392, -3.185, -1.130], [3.987, -3.029, 0.018], [6.477, -6.918, -1.151], [7.660, -7.613, -0.378], [2.040, -3.720, -7.817], [2.706, -2.519, -7.039], [3.882, -1.718, -7.745], [5.145, -2.341, -8.106], [5.984, -1.256, -8.556], [1.668, -1.663, -6.564], [1.287, -4.266, -7.248], [2.777, -4.505, -7.988], [1.609, -3.393, -8.763], [3.062, -2.889, -6.078], [4.065, -0.857, -7.101], [3.350, -1.223, -8.558], [6.446, -0.687, -7.749], [5.453, -0.560, -9.206], [6.723, -1.737, -9.196], [2.126, -0.887, -6.109], [1.211, -1.301, -7.389], [0.395, 8.666, 5.350], [0.214, 7.159, 5.342], [0.930, 6.546, 4.116], [0.393, 6.934, 2.864], [1.274, 6.742, 1.764], [0.771, 6.593, 6.550], [-0.226, 9.140, 4.589], [1.406, 9.045, 5.200], [0.002, 9.025, 6.301], [-0.840, 6.890, 5.273], [0.778, 5.467, 4.100], [1.957, 6.905, 4.184], [2.228, 7.266, 1.825], [0.729, 7.001, 0.856], [1.464, 5.689, 1.555], [1.750, 6.842, 6.541], [0.444, 7.141, 7.333], [-2.464, -3.236, 5.717], [-1.805, -4.160, 6.750], [-0.543, -4.835, 6.153], [-0.891, -5.551, 5.011], [0.141, -6.210, 4.299], [-1.399, -3.369, 7.895], [-2.787, -3.852, 4.879], [-1.954, -2.367, 5.300], [-3.397, -2.759, 6.017], [-2.538, -4.866, 7.139], [-0.032, -5.491, 6.858], [0.139, -4.021, 5.908], [-0.197, -6.849, 3.483], [0.754, -6.845, 4.937], [0.816, -5.486, 3.842], [-2.047, -2.602, 8.006], [-0.541, -2.910, 7.623], [-4.418, -1.365, -9.302], [-3.784, -1.029, -7.891], [-3.351, 0.493, -7.861], [-2.120, 0.621, -8.590], [-1.838, 1.956, -8.904], [-4.766, -1.415, -6.894], [-3.680, -1.091, -10.056], [-5.299, -0.725, -9.354], [-4.769, -2.373, -9.523], [-2.869, -1.604, -7.750], [-3.300, 0.942, -6.870], [-4.118, 1.110, -8.329], [-1.496, 2.489, -8.016], [-2.633, 2.496, -9.418], [-1.000, 1.880, -9.597], [-5.130, -2.306, -7.198], [-5.522, -0.745, -6.898], [-1.539, -5.513, -2.198], [-2.757, -4.846, -2.762], [-4.050, -4.944, -1.889], [-4.404, -6.319, -1.661], [-3.992, -6.738, -0.341], [-2.536, -3.407, -2.976], [-1.320, -5.082, -1.221], [-0.642, -5.291, -2.776], [-1.684, -6.588, -2.097], [-2.869, -5.318, -3.738], [-4.840, -4.438, -2.444], [-3.924, -4.425, -0.939], [-2.929, -6.497, -0.306], [-4.102, -7.823, -0.326], [-4.480, -6.287, 0.522], [-1.751, -3.358, -3.611], [-3.370, -3.095, -3.453], [-4.621, 6.280, -2.884], [-4.705, 6.865, -4.326], [-3.438, 6.638, -5.191], [-2.313, 7.276, -4.637], [-1.085, 6.531, -4.829], [-5.763, 6.217, -5.072], [-4.080, 6.934, -2.200], [-4.256, 5.256, -2.954], [-5.593, 6.172, -2.402], [-5.020, 7.908, -4.300], [-3.566, 7.058, -6.188], [-3.195, 5.578, -5.272], [-1.001, 6.383, -5.905], [-1.028, 5.589, -4.283], [-0.217, 7.137, -4.567], [-5.742, 6.460, -6.052], [-6.685, 6.491, -4.764], [9.247, 0.662, 1.249], [8.574, 0.110, 2.464], [7.044, -0.110, 2.244], [6.498, -0.855, 3.372], [5.039, -0.815, 3.593], [9.216, -1.207, 2.783], [10.295, 0.901, 1.429], [8.715, 1.592, 1.046], [9.098, 0.016, 0.384], [8.638, 0.758, 3.338], [6.909, -0.680, 1.324], [6.575, 0.869, 2.145], [4.816, 0.085, 4.165], [4.805, -1.729, 4.139], [4.459, -0.798, 2.670], [9.338, -1.721, 1.923], [8.501, -1.736, 3.261], [3.271, -2.810, 11.061], [2.650, -1.426, 11.443], [2.832, -0.325, 10.355], [2.255, -0.657, 9.105], [1.547, 0.415, 8.569], [1.241, -1.595, 11.731], [4.352, -2.794, 10.922], [2.821, -3.244, 10.169], [3.191, -3.478, 11.919], [3.112, -1.064, 12.361], [3.894, -0.156, 10.181], [2.493, 0.615, 10.792], [0.908, 0.040, 7.770], [2.193, 1.174, 8.127], [1.019, 0.944, 9.362], [0.701, -1.875, 10.925], [1.147, -2.352, 12.393], [-9.080, 2.285, -1.543], [-7.697, 1.589, -1.737], [-7.398, 0.297, -0.904], [-7.262, 0.511, 0.498], [-6.682, -0.514, 1.246], [-7.524, 1.365, -3.158], [-9.377, 3.015, -2.296], [-9.199, 2.722, -0.551], [-9.855, 1.520, -1.602], [-6.921, 2.295, -1.440], [-6.419, 0.113, -1.347], [-8.066, -0.554, -1.037], [-6.549, -0.201, 2.282], [-5.747, -0.739, 0.734], [-7.274, -1.427, 1.179], [-6.695, 0.813, -3.330], [-7.200, 2.278, -3.442], [5.564, 2.117, -3.589], [4.228, 2.566, -3.048], [3.212, 1.811, -3.657], [5.629, 1.034, -3.696], [6.358, 2.304, -2.866], [5.806, 2.410, -4.610], [4.015, 3.619, -3.236], [4.213, 2.509, -1.959], [2.349, 1.875, -3.241], [-5.152, 5.131, 3.077], [-6.576, 4.701, 3.041], [-6.619, 3.641, 3.986], [-4.981, 5.900, 2.324], [-4.443, 4.338, 2.838], [-4.849, 5.514, 4.052], [-6.784, 4.237, 2.077], [-7.285, 5.508, 3.225], [-6.381, 2.803, 3.583], [-0.590, 0.727, 0.664], [-1.411, 1.523, -0.294], [-1.050, 1.226, -1.652], [-0.984, -0.289, 0.699], [-0.532, 1.070, 1.697], [0.424, 0.687, 0.265], [-1.362, 2.576, -0.018], [-2.462, 1.241, -0.220], [-1.439, 0.395, -1.934]], "lowdin_charge": [-0.060, -0.411, -0.207, -0.208, -0.103, 0.035, 0.074, 0.063, 0.074, 0.126, 0.120, 0.119, 0.082, 0.084, 0.078, 0.069, 0.065, -0.049, -0.435, -0.188, -0.167, -0.115, 0.024, 0.066, 0.067, 0.069, 0.126, 0.105, 0.112, 0.085, 0.080, 0.086, 0.068, 0.069, -0.072, -0.447, -0.206, -0.193, -0.111, 0.030, 0.076, 0.082, 0.072, 0.139, 0.127, 0.119, 0.086, 0.085, 0.078, 0.068, 0.066, -0.077, -0.413, -0.213, -0.190, -0.100, 0.021, 0.068, 0.078, 0.070, 0.137, 0.127, 0.122, 0.086, 0.082, 0.083, 0.065, 0.056, -0.064, -0.396, -0.183, -0.194, -0.128, 0.015, 0.068, 0.070, 0.067, 0.127, 0.119, 0.109, 0.086, 0.087, 0.088, 0.064, 0.067, -0.081, -0.447, -0.180, -0.193, -0.096, 0.028, 0.080, 0.077, 0.081, 0.132, 0.116, 0.119, 0.060, 0.090, 0.085, 0.067, 0.060, -0.048, -0.416, -0.218, -0.198, -0.084, 0.004, 0.073, 0.074, 0.063, 0.130, 0.121, 0.118, 0.081, 0.085, 0.083, 0.063, 0.071, -0.081, -0.429, -0.184, -0.229, -0.063, 0.039, 0.085, 0.075, 0.081, 0.134, 0.116, 0.117, 0.080, 0.082, 0.074, 0.056, 0.046, -0.065, -0.408, -0.205, -0.180, -0.128, 0.026, 0.066, 0.074, 0.065, 0.130, 0.120, 0.114, 0.085, 0.084, 0.087, 0.068, 0.066, -0.055, -0.427, -0.173, -0.204, -0.116, 0.022, 0.067, 0.068, 0.071, 0.124, 0.108, 0.130, 0.088, 0.081, 0.084, 0.061, 0.072, -0.089, -0.338, -0.080, 0.070, 0.071, 0.073, 0.105, 0.105, 0.082, -0.112, -0.314, -0.092, 0.070, 0.073, 0.078, 0.106, 0.115, 0.076, -0.102, -0.325, -0.086, 0.073, 0.073, 0.074, 0.110, 0.102, 0.079]}


Relative energies, in hartree, with the most stable structure set to zero: i 0.0000; ii 0.1502.